<a>
The following is a quantum chemistry calculation of the molecule C4H9NO2S, from OMol25.

Geometry as XYZ:
```
17
C4H9NO2S (the ωB97M-V functional and the def2-TZVPD basis)
S -0.5276 3.1473 0.3019
O -0.7871 -2.0569 -1.1073
O 0.7304 0.3114 -2.1914
N 0.1284 -0.8954 0.8045
C -0.1162 0.3508 0.0770
C -0.5414 -2.0708 0.2632
C -0.0549 1.5421 1.0093
C 0.9149 0.5615 -1.0333
H -0.7518 1.4108 1.8242
H 1.1074 -1.0997 0.9731
H -0.4080 2.8865 -1.0041
H 0.9237 1.6458 1.4830
H 0.0949 -2.9091 0.5659
H -0.0009 -1.8485 -1.6208
H -1.5131 -2.1854 0.7438
H 1.8908 0.9470 -0.6953
H -1.0896 0.2625 -0.3936
```

gap between HOMO and LUMO: 0.366 Ha
SMILES: O=C[C@H](CS)NCO

Mulliken charges in e: S -0.230; O -0.479; O -0.477; N -0.360; C 0.209; C -0.392; C -0.894; C -0.192; H 0.384; H 0.296; H 0.125; H 0.372; H 0.340; H 0.299; H 0.271; H 0.348; H 0.380

---

<b>
The following is a quantum chemistry calculation of the molecule C4H9NO2S, from OMol25.

Geometry as XYZ:
```
17
C4H9NO2S (the ωB97M-V functional and the def2-TZVPD basis)
S 1.6813 0.2671 0.8897
O 1.3267 -1.3127 1.5674
O 1.3491 1.3203 1.7894
N -0.1733 1.1369 -1.1784
C 0.7910 1.5552 -2.1304
C -0.8132 -0.9819 2.7960
C 0.0712 -1.6115 1.9025
C 0.1072 0.0540 -0.3011
H -0.5816 -0.1020 3.3729
H -0.6553 1.8372 -0.6039
H 0.4587 -0.8101 -0.7587
H -0.1628 -2.5227 1.2966
H 0.4230 2.1175 -2.8778
H 1.3863 0.7184 -2.4421
H 1.4788 2.1498 -1.6423
H -1.7742 -1.3550 2.8792
H -0.8297 -0.0607 0.3845
```

gap between HOMO and LUMO: 0.334 Ha

Mulliken charges in e: S 0.551; O -0.385; O -0.503; N -0.319; C -0.968; C -0.669; C -0.115; C -0.693; H 0.269; H 0.266; H 0.447; H 0.357; H 0.362; H 0.317; H 0.415; H 0.331; H 0.337

---

<c>
The following is a quantum chemistry calculation of the molecule C4H9NO2S, from OMol25.

Geometry as XYZ:
```
17
C4H9NO2S (the ωB97M-V functional and the def2-TZVPD basis)
S -1.8740 -0.7644 2.7836
O 1.7192 -0.0346 -3.1560
O 1.4982 1.7983 -1.8868
N 0.1617 0.0154 -1.4751
C 0.2004 -0.0750 1.0140
C -0.6760 -1.2293 1.5008
C -0.3706 0.6318 -0.2617
C 1.1404 0.4999 -2.2635
H 1.1585 -0.5380 0.7414
H -1.1469 -1.7941 0.6927
H -1.0017 -0.3368 3.6851
H 0.0266 -1.9711 1.8754
H -1.4428 0.4319 -0.2318
H 2.1965 1.7329 -1.2039
H -0.1808 1.6930 -0.2084
H -0.2680 -0.8955 -1.5741
H 0.4039 0.6463 1.7970
```

gap between HOMO and LUMO: 0.366 Ha
SMILES: O=C(O)NCCCS

Mulliken charges in e: S -0.184; O -0.552; O -0.504; N -0.102; C -0.315; C -0.826; C -0.895; C 0.533; H 0.285; H 0.349; H 0.121; H 0.369; H 0.401; H 0.328; H 0.415; H 0.195; H 0.383

---

<d>
The following is a quantum chemistry calculation of the molecule C4H9NO2S, from OMol25.

Geometry as XYZ:
```
17
C4H9NO2S (the ωB97M-V functional and the def2-TZVPD basis)
S 1.8285 -1.4818 -0.3467
O -1.3711 0.6150 -1.3480
O -2.0348 -1.5930 0.3853
N 1.2654 1.3192 0.9742
C 0.6267 1.1387 -0.2828
C 0.8171 -0.1218 -0.9971
C -0.5671 0.1881 -0.4587
C -1.2054 -0.4365 0.7218
H 1.6189 0.5756 1.5474
H -1.9966 0.2223 0.9898
H 0.6927 0.1073 -2.0458
H 0.3848 2.0831 -0.7834
H 3.0627 -1.0172 -0.1390
H -0.4413 -0.5946 1.4395
H 0.6325 1.7611 1.6235
H -1.7577 -0.2862 -1.8016
H -1.5554 -2.4794 0.5218
```

gap between HOMO and LUMO: 0.330 Ha
SMILES: N[C@H]1[C@@H](S)[C@@]1(O)CO

Mulliken charges in e: S -0.281; O -0.575; O -0.561; N -0.639; C -0.480; C -0.413; C 0.842; C -0.824; H 0.286; H 0.237; H 0.422; H 0.379; H 0.137; H 0.471; H 0.264; H 0.412; H 0.323

---

<c> comes first in stability; the runner-up is 22.2 kcal/mol higher.